(1)
Density functional theory data (ωB97M-V/def2-TZVPD) for C4H12P2 in the gas phase.

Values from the calculation:
Highest occupied orbital energy (eV): -9.1
Energy above the lowest of the compared OMol25 structures with the same formula, charge and spin (kJ/mol): 211.57
Gap between HOMO and LUMO (eV): 9.975
Max |F| (Eh/bohr): 0.078
Structure (SMILES): CCC(C)(P)P
Charge: 0

Positions of all 18 atoms, in Å:
C1 -1.229 -1.675 -0.363
C2 0.172 -1.230 -0.018
C3 0.222 0.370 0.043
C4 0.532 0.971 -1.263
P1 -1.041 0.988 1.272
P2 2.062 0.738 1.135
H1 -1.581 -1.345 -1.391
H2 -1.901 -1.507 0.501
H3 -1.202 -2.768 -0.613
H4 0.685 -1.646 0.923
H5 0.757 -1.488 -0.968
H6 0.304 2.036 -1.463
H7 0.000 0.434 -2.050
H8 1.686 0.818 -1.657
H9 -0.620 2.314 1.413
H10 -2.147 1.393 0.422
H11 1.673 1.716 1.931
H12 1.628 -0.120 2.146

The molecule's Löwdin atomic charges, reported in e, are given here: -0.175, -0.352, -0.889, -0.247, 0.771, 0.804, 0.094, 0.051, 0.078, 0.096, 0.116, 0.072, 0.053, 0.112, -0.129, -0.097, -0.215, -0.145



(2)
Density functional theory data (ωB97M-V/def2-TZVPD) for a molecular structure, C17H49F6K2N3O36P5S7.

Values from the calculation:
Highest occupied orbital energy (eV): -7.2
Gap between HOMO and LUMO (eV): 8.361
Max |F| (Eh/bohr): 0.189
Charge: -1

Positions of all 125 atoms, in Å:
K1 23.325 -5.329 -0.281
K2 23.689 -5.464 -3.702
N1 25.616 -1.549 3.631
S1 25.406 -2.460 4.826
O1 25.780 -3.854 4.657
O2 24.378 -2.178 5.858
F1 26.791 -1.935 5.522
S2 23.945 -1.661 3.216
O3 23.040 -0.707 3.843
O4 23.406 -2.989 2.925
F2 24.037 -1.068 1.720
N2 21.878 -6.663 -1.907
S3 21.517 -8.092 -2.230
O5 21.608 -8.445 -3.661
O6 20.579 -8.797 -1.346
F3 22.818 -8.811 -1.667
S4 20.269 -6.129 -2.006
O7 19.517 -6.115 -0.743
O8 19.515 -6.511 -3.188
F4 20.708 -4.597 -2.191
N3 25.342 -4.418 -1.880
S5 25.676 -2.953 -2.203
O9 26.817 -2.689 -3.048
O10 25.315 -2.005 -1.169
F5 24.543 -2.907 -3.369
S6 26.779 -4.766 -1.102
O11 27.317 -3.821 -0.081
O12 27.752 -5.550 -1.877
F6 26.094 -5.929 -0.180
C1 23.559 -5.978 4.699
O13 24.743 -6.621 4.185
P1 24.751 -7.717 2.938
O14 24.026 -7.297 1.690
O15 26.366 -7.933 2.725
C2 27.254 -6.907 3.027
O16 24.190 -9.079 3.537
C3 23.886 -10.132 2.638
H1 22.802 -6.726 4.935
H2 23.036 -5.370 3.961
H3 23.764 -5.310 5.535
H4 28.140 -6.943 2.393
H5 27.712 -7.209 3.968
H6 26.930 -5.875 3.165
H7 24.359 -11.068 2.937
H8 24.168 -9.996 1.594
H9 22.807 -10.288 2.605
C4 23.400 -2.357 -6.765
O17 22.405 -1.648 -6.118
P2 21.210 -2.459 -5.415
O18 21.598 -3.758 -4.876
O19 20.674 -1.497 -4.300
C5 21.489 -1.331 -3.137
O20 19.936 -2.388 -6.403
C6 19.559 -1.134 -6.974
H10 24.208 -2.447 -6.039
H11 23.697 -1.907 -7.712
H12 23.169 -3.332 -7.195
H13 21.050 -1.912 -2.327
H14 21.425 -0.268 -2.905
H15 22.535 -1.606 -3.272
H16 19.536 -1.172 -8.063
H17 20.260 -0.318 -6.797
H18 18.595 -0.890 -6.529
C7 27.841 -6.437 -5.632
O21 27.792 -7.722 -4.862
P3 26.315 -8.333 -4.706
O22 25.199 -7.486 -4.215
O23 25.943 -8.907 -6.198
C8 24.750 -9.617 -6.477
O24 26.540 -9.678 -3.804
C9 25.476 -10.259 -3.142
H19 28.788 -6.518 -6.166
H20 27.995 -5.702 -4.842
H21 27.090 -6.244 -6.398
H22 23.880 -8.971 -6.363
H23 24.667 -10.466 -5.798
H24 24.743 -10.109 -7.450
H25 25.722 -11.296 -2.914
H26 24.545 -10.360 -3.701
H27 25.291 -9.769 -2.186
C10 17.706 -2.349 -0.535
O25 18.845 -3.041 -0.485
P4 19.949 -2.791 0.654
O26 21.269 -3.512 0.565
O27 20.077 -1.193 0.755
C11 20.619 -0.575 1.988
O28 18.981 -3.094 1.902
C12 19.438 -4.014 2.910
H28 17.583 -1.459 0.082
H29 16.833 -2.962 -0.312
H30 17.484 -2.051 -1.559
H31 19.838 0.044 2.430
H32 21.571 -0.051 1.907
H33 20.759 -1.374 2.717
H34 18.732 -4.824 3.092
H35 19.714 -3.581 3.872
H36 20.278 -4.602 2.541
C13 17.200 -9.674 4.515
O29 18.289 -8.911 4.094
P5 19.850 -9.462 4.043
O30 19.964 -10.843 3.486
O31 20.569 -8.251 3.334
C14 20.443 -8.019 1.920
O32 20.481 -9.418 5.609
C15 20.041 -10.310 6.596
H37 17.517 -10.705 4.671
H38 16.292 -9.520 3.931
H39 17.008 -9.333 5.532
H40 20.411 -6.957 1.676
H41 19.548 -8.434 1.456
H42 21.291 -8.443 1.381
H43 20.349 -11.309 6.288
H44 18.987 -10.187 6.844
H45 20.618 -10.221 7.516
C16 27.955 -9.028 -0.679
C17 27.521 -9.953 0.468
O33 28.520 -9.842 1.464
S7 30.055 -9.651 0.751
O34 30.504 -10.890 0.088
O35 31.011 -8.959 1.543
O36 29.319 -8.676 -0.378
H46 27.272 -8.192 -0.830
H47 27.856 -9.454 -1.677
H48 27.257 -10.969 0.176
H49 26.596 -9.505 0.832

Löwdin atomic charge list, values in e, 99 entries: 0.772, 0.805, -0.230, 0.442, -0.305, -0.313, -0.240, 0.581, -0.304, -0.308, -0.204, -0.430, 0.432, -0.294, -0.273, -0.195, 0.587, -0.266, -0.242, -0.197, -0.435, 0.454, -0.262, -0.236, -0.273, 0.624, -0.250, -0.278, -0.245, -0.080, -0.225, 0.529, -0.308, -0.221, -0.123, -0.190, -0.102, 0.077, 0.070, 0.089, 0.089, 0.094, 0.090, 0.093, 0.077, 0.079, -0.134, -0.193, 0.393, -0.244, -0.196, -0.055, -0.200, -0.104, 0.092, 0.091, 0.090, 0.081, 0.100, 0.074, 0.087, 0.082, 0.095, -0.032, -0.201, 0.497, -0.334, -0.228, -0.100, -0.213, -0.142, 0.088, 0.090, 0.091, 0.095, 0.073, 0.090, 0.099, 0.083, 0.083, -0.182, -0.200, 0.475, -0.287, -0.229, -0.041, -0.204, -0.085, 0.094, 0.095, 0.093, 0.092, 0.078, 0.065, 0.087, 0.095, 0.065, -0.136, -0.235



(3)
Density functional theory data (ωB97M-V/def2-TZVPD) for 2 unconnected molecules or ions with the total composition C7H16O2.

Values from the calculation:
Highest occupied orbital energy (eV): -10.6
Energy above the lowest of the compared OMol25 structures with the same formula, charge and spin (kJ/mol): 234.03
Gap between HOMO and LUMO (eV): 11.206
Max |F| (Eh/bohr): 0.098
Structure (SMILES): CC(=O)O.CCCCC
Charge: 0

Positions of all 25 atoms, in Å:
C1 4.284 -1.490 -0.162
C2 4.608 -0.061 0.135
O1 4.650 0.334 1.263
O2 4.728 0.710 -0.987
H1 4.076 -1.998 0.787
H2 3.440 -1.661 -0.862
H3 5.088 -1.836 -0.780
H4 5.190 1.485 -0.430
C3 -1.268 2.627 0.369
C4 -1.660 1.440 -0.452
C5 -2.021 0.275 0.341
C6 -2.553 -0.890 -0.572
C7 -2.915 -2.076 0.332
H5 -1.834 2.745 1.457
H6 -0.111 2.441 0.545
H7 -1.383 3.524 -0.410
H8 -0.900 1.085 -1.141
H9 -2.514 1.684 -1.121
H10 -1.290 -0.171 1.076
H11 -2.904 0.639 0.956
H12 -1.916 -0.939 -1.411
H13 -3.630 -0.568 -0.821
H14 -3.767 -1.976 1.016
H15 -3.273 -2.910 -0.174
H16 -2.125 -2.413 1.047

The molecule's Löwdin atomic charges, reported in e, are given here: 0.001, -0.612, 0.099, 0.056, 0.095, 0.098, 0.077, 0.186, -0.144, -0.397, -0.290, -0.232, -0.141, 0.127, 0.097, 0.100, 0.107, 0.120, 0.129, 0.126, 0.084, 0.128, 0.075, 0.031, 0.080



(4)
Density functional theory data (ωB97M-V/def2-TZVPD) for 5 unconnected molecules or ions with the total composition C42H64BBrN6O9P2SSi.

Values from the calculation:
Highest occupied orbital energy (eV): -8.2
Gap between HOMO and LUMO (eV): 7.986
Max |F| (Eh/bohr): 0.210
Structure (SMILES): CCCC[C@]1(P(O)Br)[C@H](CB(O)O)[C@](N=C=O)(P(C)CC)[C@@](CCO[Si](C)(C)C)(CC(=O)N(C)C)OS1(=O)=O.c1ccncc1.c1ccncc1.c1ccncc1.c1ccncc1
Charge: 0

Positions of all 127 atoms, in Å:
C1 2.037 8.069 0.386
C2 1.121 6.810 1.000
C3 1.877 5.435 0.489
C4 0.887 4.216 0.048
C5 0.152 3.342 1.170
P1 -1.173 4.406 2.128
O1 -0.457 5.362 3.384
Br1 -2.601 3.015 3.310
C6 0.978 2.405 2.197
C7 2.035 3.218 3.125
B1 1.747 2.959 4.763
O2 2.175 1.693 5.456
O3 1.016 3.929 5.625
C8 1.465 0.913 1.610
N1 2.180 0.246 2.743
C9 3.520 0.273 2.762
O4 4.875 0.292 2.616
P2 2.475 1.052 -0.033
C10 3.894 2.390 0.158
C11 3.491 -0.496 -0.482
C12 3.215 -1.888 0.266
C13 0.055 0.024 1.460
C14 -0.021 -1.050 0.245
C15 -1.592 -1.439 -0.210
O5 -2.374 -2.076 0.849
Si1 -4.069 -2.266 0.437
C16 -4.949 -0.588 0.843
C17 -4.414 -2.923 -1.343
C18 -4.754 -3.656 1.645
C19 -0.388 -0.664 2.929
C20 0.170 -2.176 3.175
O6 -0.255 -3.311 2.623
N2 1.294 -2.326 4.223
C21 0.581 -2.865 5.455
C22 2.270 -3.412 3.831
O7 -1.164 0.846 1.191
S1 -0.945 2.132 0.166
O8 -0.440 1.870 -1.262
O9 -2.348 2.835 -0.027
H1 2.149 8.028 -0.777
H2 3.134 7.892 0.821
H3 1.686 9.099 0.816
H4 0.013 6.918 0.640
H5 1.247 6.920 2.181
H6 2.433 5.760 -0.519
H7 2.783 5.106 1.195
H8 0.014 4.752 -0.574
H9 1.473 3.612 -0.801
H10 -0.869 6.296 3.417
H11 0.164 2.073 3.017
H12 3.165 2.998 2.976
H13 1.932 4.407 3.058
H14 1.280 1.219 5.597
H15 0.021 3.715 5.522
H16 3.585 3.416 -0.315
H17 4.808 2.017 -0.518
H18 4.325 2.445 1.239
H19 3.308 -0.675 -1.649
H20 4.666 -0.285 -0.412
H21 2.498 -1.858 1.190
H22 4.261 -2.345 0.614
H23 2.761 -2.711 -0.467
H24 0.414 -0.680 -0.802
H25 0.469 -2.095 0.433
H26 -1.429 -2.281 -1.043
H27 -2.126 -0.557 -0.774
H28 -4.127 0.261 0.681
H29 -5.171 -0.617 2.014
H30 -5.914 -0.393 0.206
H31 -5.592 -3.105 -1.407
H32 -3.917 -3.981 -1.476
H33 -4.107 -2.185 -2.197
H34 -4.760 -4.724 1.126
H35 -4.015 -3.756 2.572
H36 -5.799 -3.384 2.103
H37 -1.579 -0.769 2.950
H38 -0.181 0.084 3.838
H39 0.544 -4.050 5.459
H40 -0.540 -2.482 5.499
H41 1.209 -2.558 6.414
H42 3.068 -3.476 4.717
H43 2.889 -3.202 2.862
H44 1.811 -4.484 3.738
C23 -5.456 1.760 -4.854
C24 -4.129 1.673 -4.450
C25 -3.536 0.421 -4.411
N3 -4.175 -0.723 -4.740
C26 -5.464 -0.607 -5.127
C27 -6.140 0.600 -5.202
H45 -5.954 2.724 -4.899
H46 -3.568 2.558 -4.172
H47 -2.501 0.301 -4.105
H48 -5.955 -1.541 -5.385
H49 -7.176 0.634 -5.522
C28 1.996 -2.963 -5.828
C29 2.588 -3.871 -4.958
C30 2.834 -3.467 -3.655
N4 2.536 -2.237 -3.181
C31 1.963 -1.377 -4.050
C32 1.675 -1.690 -5.369
H50 1.786 -3.244 -6.856
H51 2.851 -4.871 -5.285
H52 3.292 -4.141 -2.937
H53 1.735 -0.394 -3.646
H54 1.212 -0.959 -6.022
C33 1.361 3.513 -4.259
C34 2.166 4.396 -4.970
C35 3.522 4.122 -5.058
N5 4.109 3.047 -4.490
C36 3.303 2.208 -3.805
C37 1.937 2.395 -3.664
H55 0.294 3.694 -4.169
H56 1.748 5.277 -5.444
H57 4.191 4.780 -5.605
H58 3.800 1.352 -3.356
H59 1.337 1.687 -3.104
C38 -1.435 -8.376 2.373
C39 -0.945 -7.086 2.549
C40 -1.613 -6.041 1.931
N6 -2.712 -6.202 1.162
C41 -3.163 -7.466 1.008
C42 -2.567 -8.574 1.589
H60 -0.939 -9.220 2.844
H61 -0.065 -6.899 3.154
H62 -1.272 -5.016 2.040
H63 -4.047 -7.569 0.384
H64 -2.973 -9.567 1.433

Löwdin atomic charge list, values in e, 99 entries: -0.153, -0.255, -0.223, -0.220, -0.530, 0.700, -0.426, 0.304, -0.243, -0.062, -0.402, 0.008, 0.018, -0.417, 0.097, -0.068, -0.003, 1.004, -0.263, -0.415, -0.190, -0.308, -0.088, -0.226, -0.288, 0.469, -0.197, -0.212, -0.216, 0.003, -0.237, -0.022, -0.203, -0.123, -0.132, -0.316, 0.749, -0.366, -0.417, 0.076, 0.088, 0.074, 0.105, 0.105, 0.118, 0.115, 0.142, 0.096, 0.098, 0.098, 0.102, 0.113, 0.114, 0.110, 0.030, 0.070, 0.030, 0.052, 0.094, 0.031, 0.096, 0.080, 0.120, 0.113, 0.142, 0.120, 0.042, 0.056, 0.050, 0.063, 0.054, 0.027, 0.028, 0.047, 0.037, 0.153, 0.129, 0.099, 0.111, 0.106, 0.115, 0.081, 0.086, -0.081, -0.073, -0.152, 0.050, -0.154, -0.080, 0.104, 0.101, 0.099, 0.101, 0.100, -0.072, -0.072, -0.140, 0.050, -0.139



> Which value of highest occupied orbital energy does entry 4 give?

-8.2 eV



> Which of these has the lowest highest occupied orbital energy?

C7H16O2



Copy entry 1 word for word.
Density functional theory data (ωB97M-V/def2-TZVPD) for C4H12P2 in the gas phase.

Values from the calculation:
Highest occupied orbital energy (eV): -9.1
Energy above the lowest of the compared OMol25 structures with the same formula, charge and spin (kJ/mol): 211.57
Gap between HOMO and LUMO (eV): 9.975
Max |F| (Eh/bohr): 0.078
Structure (SMILES): CCC(C)(P)P
Charge: 0

Positions of all 18 atoms, in Å:
C1 -1.229 -1.675 -0.363
C2 0.172 -1.230 -0.018
C3 0.222 0.370 0.043
C4 0.532 0.971 -1.263
P1 -1.041 0.988 1.272
P2 2.062 0.738 1.135
H1 -1.581 -1.345 -1.391
H2 -1.901 -1.507 0.501
H3 -1.202 -2.768 -0.613
H4 0.685 -1.646 0.923
H5 0.757 -1.488 -0.968
H6 0.304 2.036 -1.463
H7 0.000 0.434 -2.050
H8 1.686 0.818 -1.657
H9 -0.620 2.314 1.413
H10 -2.147 1.393 0.422
H11 1.673 1.716 1.931
H12 1.628 -0.120 2.146

The molecule's Löwdin atomic charges, reported in e, are given here: -0.175, -0.352, -0.889, -0.247, 0.771, 0.804, 0.094, 0.051, 0.078, 0.096, 0.116, 0.072, 0.053, 0.112, -0.129, -0.097, -0.215, -0.145



> Look up the gap between HOMO and LUMO of the first one.

9.975 eV